(1)
The following is a DFT calculation (ωB97M-V with the def2-TZVPD basis set) of one molecule with the formula C4H3FINO in a non-equilibrium geometry.

```
11
Properties=species:S:1:pos:R:3:forces:R:3
C 1.15952 -1.21850 -0.06694 -0.870 -1.012 -0.562
C 1.18128 -0.37393 -1.12546 0.711 -0.159 1.445
C -0.59284 0.07562 0.06897 2.235 -2.433 1.142
C -1.46478 1.05999 0.70674 -2.178 -0.247 -1.662
N -0.01936 -0.95584 0.63505 0.035 -0.053 0.378
O 0.12216 0.45893 -0.99880 0.705 1.384 -2.209
F 2.17513 -0.12557 -1.97454 -1.391 0.166 0.110
I 2.38909 -2.94735 0.19271 -0.762 1.200 -0.013
H -1.58679 0.90601 1.74278 -0.105 -0.642 1.041
H -0.88177 1.91975 0.59183 0.388 1.934 -0.098
H -2.48163 1.20090 0.22766 1.233 -0.138 0.428
```
Positions in Å, forces in eV/Å.

Properties
orbital gap: 9.361 eV
HOMO level: -9.01 eV
SMILES: Cc1nc(I)c(F)o1

Atom charges from the Mulliken analysis, given in e for atoms 1 to 4:
1. C -0.1524
2. C 0.5109
3. C 0.7361
4. C -1.0121



(2)
The following is a DFT calculation (ωB97M-V with the def2-TZVPD basis set) of one molecule with the formula C3INS in a non-equilibrium geometry.

```
6
Properties=species:S:1:pos:R:3:forces:R:3
C 0.64889 0.06858 0.07214 0.457 0.075 -0.169
C 1.89841 0.08681 0.08861 -0.069 0.444 -0.620
C -1.72082 -0.41954 0.01420 0.240 0.610 -0.572
N -0.58541 -0.07801 -0.11443 -1.577 -0.825 1.131
S 3.45456 0.26789 -0.03852 0.222 -0.180 0.280
I -3.69562 0.07427 -0.02201 0.728 -0.124 -0.050
```
Positions in Å, forces in eV/Å.

Properties
orbital gap (alpha / beta): 6.298 / 6.245 eV
HOMO level (alpha / beta): -7.95 / -7.94 eV

Atom charges from the Mulliken analysis, given in e for atoms 1 to 4:
1. C 0.4537
2. C -0.2080
3. C 0.0291
4. N -0.1575



(3)
The following is a DFT calculation (ωB97M-V with the def2-TZVPD basis set) of an isolated ion of composition C7H10Cl2N5O2 and charge +1 in a non-equilibrium geometry.

```
26
Properties=species:S:1:pos:R:3:forces:R:3
C -1.67897 1.33152 2.44326 -0.349 1.035 -0.976
C -2.29446 2.07148 1.14085 1.763 -0.396 -1.820
Cl -3.95068 2.85873 1.13521 2.679 -1.315 0.166
C -1.49786 2.09255 -0.02703 -1.571 0.760 1.211
Cl -2.04832 2.89412 -1.59267 0.958 -1.201 2.148
N -0.16247 1.42419 -0.07740 -2.002 -0.535 -0.165
C -0.19082 0.12963 -0.50590 -0.711 -4.447 -1.420
N -1.36092 -0.62979 -0.88275 3.532 -1.418 0.100
C -0.91757 -1.96466 -1.23730 3.455 4.897 2.042
N 0.51828 -1.93809 -1.03965 -4.074 -0.999 -0.969
N 1.42672 -2.98281 -1.20221 0.433 -0.111 -1.198
N 0.96500 -0.73142 -0.62483 -2.153 3.239 0.245
C 2.37063 -0.31050 -0.27800 0.483 -0.537 1.213
C 2.55403 -0.71736 1.29133 1.550 -3.270 0.902
O 3.03850 -1.84736 1.51904 -1.940 4.844 -0.548
O 2.12987 0.16852 2.32451 0.145 -1.400 -3.092
H -1.44863 0.23776 2.20268 -0.672 1.471 0.414
H -2.40188 1.47203 3.31239 1.193 -0.390 -1.163
H -0.67406 1.85182 2.63992 -1.589 -0.682 0.055
H 0.71616 1.88015 0.19379 -0.842 -0.072 -0.442
H -1.54159 -2.86784 -1.56117 1.224 1.621 0.565
H 0.91261 -3.70358 -1.74791 0.541 0.463 0.614
H 2.15108 -2.61113 -1.85220 -0.469 -0.619 0.443
H 3.16342 -0.88417 -0.86953 -1.339 0.702 0.934
H 2.55710 0.79964 -0.45870 -0.748 -1.444 0.005
H 1.49704 0.77716 1.88219 0.503 -0.196 0.735
```
Positions in Å, forces in eV/Å.

Properties
total charge: +1
orbital gap: 8.711 eV
HOMO level: -12.74 eV
SMILES: C/C(Cl)=C(/Cl)Nc1ncn(N)[n+]1CC(=O)O

Atom charges from the Mulliken analysis, given in e for atoms 1 to 4:
1. C -0.7249
2. C 0.3932
3. Cl -0.1348
4. C -0.1896



(4)
The following is a DFT calculation (ωB97M-V with the def2-TZVPD basis set) of a 2-piece molecular cluster, C2H8BNO2 overall in a non-equilibrium geometry.

```
14
Properties=species:S:1:pos:R:3:forces:R:3
B -0.81870 0.68507 -0.07501 -0.775 -3.261 -0.372
C 0.49991 -1.34657 -0.13165 -1.512 -0.484 -5.148
C 1.67285 0.86290 0.02487 0.727 -1.426 -0.033
N 0.41852 0.12024 -0.30464 0.598 -1.002 1.878
O -2.39423 -1.20118 -0.01926 0.109 3.402 1.040
O -1.45256 1.80923 -0.01121 3.115 0.772 -1.616
H 1.22525 -1.74365 0.46317 2.521 -0.154 1.783
H -0.41070 -1.82677 0.16369 -0.836 0.435 0.190
H 0.66636 -1.74397 -1.22048 0.007 0.342 1.957
H 1.93131 0.78660 1.09996 -0.520 0.383 -0.452
H 2.66442 0.59648 -0.48385 -1.861 -0.376 0.046
H 1.41084 1.80197 -0.33702 0.272 2.245 0.111
H -3.16410 -0.72349 0.43808 1.562 -1.114 -1.000
H -2.24917 1.92314 0.39336 -3.408 0.238 1.618
```
Positions in Å, forces in eV/Å.

Properties
orbital gap: 8.821 eV
HOMO level: -8.61 eV

Atom charges from the Mulliken analysis, given in e for atoms 1 to 4:
1. B 0.3455
2. C -0.9829
3. C -0.8243
4. N 0.1819



(5)
The following is a DFT calculation (ωB97M-V with the def2-TZVPD basis set) of C24H50AsBF6MgO18 as an isolated structure in a non-equilibrium geometry.

```
101
Properties=species:S:1:pos:R:3:forces:R:3
Mg 0.17943 -2.85708 0.83553 0.009 1.939 2.677
O 1.10164 -1.84282 2.17959 -1.117 -4.830 -3.159
C 1.54499 -0.92338 2.81555 -4.925 3.408 6.764
O 2.63789 -0.34854 2.59070 4.599 2.679 -0.322
B 2.74219 0.78165 3.58067 -0.127 0.227 -1.024
O 1.49365 0.83540 4.29102 1.827 2.716 1.343
C 0.76011 -0.16523 3.96408 -1.584 -5.246 -3.608
O -0.39126 -0.46302 4.39890 1.414 0.596 -0.264
O 3.00316 2.04243 2.81120 1.677 0.352 0.458
C 4.22822 2.48619 3.11835 0.864 3.651 -1.457
O 4.75738 3.54563 2.66553 -1.786 -4.030 1.536
C 4.82292 1.55967 4.23669 1.765 0.791 1.381
O 3.90634 0.65982 4.47261 0.239 -0.617 0.216
O 5.87551 1.69980 4.87664 -2.381 -0.254 -1.910
As -1.14228 0.25681 -0.29831 0.462 2.781 2.177
F -1.26125 1.75128 -1.26401 -0.422 -1.843 0.765
F -2.39898 0.72979 0.92547 1.639 -0.458 -1.617
F -0.80910 -1.19798 0.67343 -1.106 0.892 -0.464
F 0.11800 -0.39944 -1.35239 -1.071 0.511 -0.044
F 0.16199 1.11884 0.71545 -2.012 -1.428 -1.552
F -2.48543 -0.57535 -1.14664 1.478 0.469 0.180
C 3.09514 4.72217 -2.67268 -0.129 1.249 0.334
O 2.74653 4.54700 -1.28214 0.101 1.068 -2.069
C 2.67609 3.21948 -0.89801 0.083 -1.226 0.223
C 1.66814 2.36479 -1.69093 0.634 -0.091 0.312
O 2.03887 1.97887 -3.02544 1.059 -0.681 -0.224
C 3.25837 1.16204 -3.13606 -1.678 1.314 0.341
H 3.25392 5.79103 -2.81560 0.013 0.164 0.292
H 2.33540 4.47514 -3.41422 -0.345 -0.497 0.419
H 4.02933 4.27246 -3.00906 0.171 -0.552 0.504
H 2.42902 3.22830 0.16358 -0.378 -0.166 -0.045
H 3.68831 2.81522 -0.90658 0.262 -0.477 -0.269
H 0.75400 2.95320 -1.76976 -0.012 -0.145 -0.242
H 1.43231 1.44377 -1.15783 0.162 0.256 0.293
H 3.13438 0.53498 -4.01897 0.102 0.192 -0.084
H 3.39351 0.51391 -2.27017 -0.013 0.067 0.209
H 4.08899 1.86212 -3.22588 0.303 -0.357 -0.087
C 2.83485 -2.14112 -0.44205 1.233 -0.169 -0.402
O 1.46781 -2.56379 -0.47392 1.318 -0.765 -1.666
C 1.15503 -3.35369 -1.65196 -0.193 1.651 -1.081
C -0.35441 -3.27645 -1.88260 0.582 -0.370 -0.058
O -0.93236 -3.48811 -0.60269 -1.030 -1.415 -1.066
C -2.31635 -3.80566 -0.71634 -1.193 1.018 0.649
H 3.10106 -1.65626 -1.38128 -0.251 -0.100 -0.211
H 3.48803 -3.00357 -0.30925 -0.062 -0.350 -0.217
H 3.17708 -1.45456 0.33230 -1.351 0.102 0.468
H 1.49723 -4.38684 -1.71205 0.269 -0.068 0.967
H 1.62841 -2.83179 -2.48360 0.070 -0.069 -0.202
H -0.68184 -4.08982 -2.53014 0.193 -0.115 -0.187
H -0.68424 -2.34163 -2.33583 0.057 0.150 0.343
H -2.75176 -4.08387 0.24341 0.614 -0.299 0.109
H -2.56665 -4.55978 -1.46250 0.533 -0.088 -0.067
H -2.84655 -2.87995 -0.94008 -0.015 0.054 -0.429
C -1.66771 -0.76859 -6.34800 0.008 0.151 1.248
O -2.78777 -1.23246 -5.61682 -1.130 -0.106 0.666
C -3.17890 -0.37664 -4.49688 0.735 0.126 -1.197
C -4.36487 -0.84877 -3.70471 -0.450 -0.554 -0.466
O -5.53325 -1.14935 -4.43859 -0.220 -1.159 0.216
C -5.95123 -0.20039 -5.35721 -0.145 -0.357 -0.873
H -1.83001 0.26958 -6.63774 0.140 0.035 -0.440
H -1.42879 -1.43785 -7.17451 -0.555 0.120 -0.113
H -0.79853 -0.80436 -5.69123 0.343 0.245 0.104
H -3.45677 0.61388 -4.85710 0.478 0.271 -0.364
H -2.32791 -0.29776 -3.82035 0.034 0.251 0.164
H -4.70228 -0.04827 -3.04633 0.861 0.035 0.678
H -4.08150 -1.77371 -3.20243 -0.336 0.134 0.381
H -6.25141 0.75976 -4.93756 0.367 0.284 0.243
H -6.84056 -0.60020 -5.84438 -0.056 -0.097 0.045
H -5.18520 -0.13111 -6.12955 -0.015 0.628 -0.203
C 2.15661 -4.62172 2.38631 1.377 1.847 0.537
O 1.03763 -4.51673 1.53399 1.773 -1.341 -0.130
C 0.06218 -5.38920 1.95089 -2.370 -0.264 -0.488
C -0.94740 -4.56998 2.78277 -1.057 0.032 -0.450
O -1.25944 -3.30759 2.11527 -0.649 -1.028 1.506
C -2.32757 -2.54763 2.77627 -0.087 0.905 -0.654
H 2.66170 -5.58456 2.46328 -0.482 -0.377 -0.654
H 1.89302 -4.31581 3.39875 -0.098 0.138 0.028
H 2.84751 -3.87409 1.99667 0.187 -0.108 0.332
H 0.41814 -6.30709 2.41873 0.262 0.359 0.639
H -0.35102 -5.78268 1.02216 -0.786 0.146 -0.049
H -0.59198 -4.37144 3.79389 0.040 0.083 -0.024
H -1.90448 -5.09149 2.79387 0.038 -0.410 0.484
H -3.31210 -2.89251 2.46027 0.041 -0.699 0.060
H -2.30490 -1.51588 2.42546 0.589 -0.147 -0.200
H -2.27740 -2.41997 3.85761 0.635 -0.684 -0.010
C 0.23214 4.91675 0.93287 0.472 1.649 0.989
O -0.49403 4.86120 2.19034 0.262 -0.817 -0.979
C -0.04169 3.78011 3.01431 -1.166 -1.114 0.557
C -1.10554 3.28147 4.07382 0.091 1.082 -0.806
O -1.56732 4.20996 5.06182 0.627 0.455 1.323
C -2.40418 5.27082 4.69976 0.063 0.525 -1.770
H 0.05181 5.89526 0.48779 -0.273 0.307 0.331
H 0.04476 4.26999 0.07573 -0.455 -1.051 0.764
H 1.28999 4.94801 1.19382 0.213 -0.405 -0.295
H 0.92973 3.90743 3.49205 0.039 0.956 0.265
H 0.17605 2.89529 2.41616 -0.375 -0.210 -0.347
H -0.62804 2.46229 4.61145 -0.008 0.111 0.090
H -2.01633 2.88613 3.62407 0.121 -0.146 -0.658
H -3.30523 4.93310 4.18775 -0.288 -0.310 -0.037
H -1.93521 5.96329 4.00073 0.395 -0.201 -0.462
H -2.72332 5.99144 5.45272 0.264 -0.885 1.087
```
Positions in Å, forces in eV/Å.

Properties
total charge: -1
orbital gap (alpha / beta): 2.190 / 6.345 eV
HOMO level (alpha / beta): -1.17 / -5.35 eV
multiplicity: 2

Atom charges from the Mulliken analysis, given in e for atoms 1 to 4:
1. Mg -0.0538
2. O 0.0484
3. C -0.1024
4. O -0.5555



(6)
The following is a DFT calculation (ωB97M-V with the def2-TZVPD basis set) of a 8-piece molecular cluster, C24H54N2O24S6 overall in a non-equilibrium geometry.

```
110
Properties=species:S:1:pos:R:3:forces:R:3
C -0.98490 7.24851 2.93501 0.383 -0.581 1.137
C -1.09428 5.89836 3.71245 0.331 0.489 -1.197
N -0.14958 4.88497 3.20549 -1.034 0.645 0.472
C -0.43492 3.53625 3.75653 0.630 0.878 -1.064
C -1.72748 2.98545 3.19578 0.372 -0.975 0.142
C 1.24506 5.27347 3.41082 0.448 -0.792 -1.143
C 2.09239 4.71580 2.20740 -0.174 -0.400 1.811
H -1.80274 7.87979 3.28246 -0.028 0.125 -0.317
H -0.93526 7.18003 1.84829 -0.337 -0.297 0.100
H -0.05876 7.71968 3.26424 -0.034 0.273 -0.139
H -0.90441 6.11455 4.76380 0.028 0.053 0.426
H -2.12563 5.55209 3.64522 0.129 -0.294 -0.137
H 0.44558 2.95826 3.47595 -0.173 -0.394 0.040
H -0.50613 3.51863 4.84406 0.195 0.206 0.400
H -2.52487 3.34748 3.84478 -0.445 0.050 -0.739
H -1.82791 3.11617 2.11832 -0.319 0.854 0.145
H -1.73084 1.89643 3.24185 0.026 -0.223 0.562
H 1.55735 4.85707 4.36853 0.556 -0.264 0.116
H 1.44921 6.33956 3.51015 -0.603 0.065 -0.212
H 1.87642 5.16715 1.23904 0.031 0.185 0.279
H 1.88754 3.64619 2.16187 -0.200 -0.105 -0.324
H 3.14514 4.73554 2.48927 0.185 0.449 -0.380
C 1.56650 -3.38231 -2.44389 -2.398 -0.161 -1.034
C 1.34688 -4.27023 -1.24986 2.153 -0.257 0.937
N 2.66005 -4.76464 -0.71453 -1.380 -1.005 0.774
C 3.61610 -3.78750 -0.17180 -1.308 -0.086 0.637
C 2.97898 -2.76604 0.82903 0.749 0.162 -0.714
C 3.23116 -5.73138 -1.67316 0.998 1.089 0.994
C 4.24011 -6.63582 -0.99719 0.656 0.103 -0.241
H 2.11193 -2.44177 -2.36649 0.281 -0.348 0.212
H 0.54417 -3.13725 -2.73179 -0.195 0.790 0.022
H 1.77902 -3.97877 -3.33113 1.050 0.093 0.066
H 0.75060 -3.82531 -0.45324 0.179 0.303 -0.029
H 0.81005 -5.17757 -1.52671 -0.076 0.143 -0.180
H 4.40159 -4.26675 0.41252 -0.098 -0.477 -0.124
H 4.16259 -3.25142 -0.94772 -0.054 0.398 -0.504
H 2.07561 -2.26937 0.47499 -0.107 -0.257 -0.089
H 2.83874 -3.10828 1.85437 -0.225 -0.488 -0.254
H 3.72503 -1.97623 0.91674 0.120 0.258 0.061
H 3.72357 -5.06129 -2.37786 0.426 -0.556 -0.909
H 2.52896 -6.38119 -2.19546 -0.560 0.553 0.212
H 5.09721 -6.05493 -0.65655 -0.016 -0.033 0.266
H 4.66221 -7.33766 -1.71647 -0.133 -0.186 -0.037
H 3.81304 -7.18410 -0.15750 -0.061 0.061 -0.047
C -5.07240 1.69038 2.63895 0.057 -1.473 2.159
C -6.57616 1.53484 2.89024 0.312 0.417 -0.150
O -7.15081 2.38062 1.87089 -0.568 1.428 -0.364
S -6.21696 3.75235 1.70918 1.234 -1.537 1.766
O -6.33210 4.56244 2.92938 -0.220 -1.223 -2.776
O -6.17765 4.28701 0.36641 -0.722 -0.801 2.269
O -4.88188 2.82198 1.88569 0.324 2.031 -1.652
H -4.64320 0.77462 2.23239 0.013 0.435 -0.822
H -4.55947 1.80925 3.59336 0.007 0.137 0.172
H -6.85077 1.85559 3.89514 -0.175 0.297 -0.164
H -6.89560 0.49942 2.77209 -0.254 0.288 -0.437
C 0.18810 1.02166 -0.84981 0.414 0.178 0.983
C 0.70126 0.71978 0.55337 2.960 0.232 -0.398
O -0.21478 -0.02267 1.29399 -2.658 -0.864 0.237
S -1.51475 -0.47890 0.36729 -0.012 -0.342 -1.420
O -2.83144 -0.19134 0.98917 3.841 -0.716 -1.437
O -1.25951 -1.80117 -0.26971 -0.739 3.158 2.053
O -1.16719 0.67996 -0.76781 -2.404 -1.184 0.487
H 0.72471 0.47365 -1.62432 -0.217 0.108 -0.080
H 0.24298 2.10848 -0.91226 -0.045 -0.199 -0.843
H 1.05606 1.65948 0.97669 -0.999 0.094 0.893
H 1.63797 0.16241 0.55617 -0.035 -0.430 -0.413
C -4.09808 -5.10024 -0.05728 1.762 0.830 1.790
C -3.42742 -4.48003 1.24932 -1.552 0.283 -1.378
O -3.55317 -5.53192 2.19280 -0.354 -1.596 0.511
S -5.00526 -6.34591 2.04218 1.120 1.099 -0.338
O -5.95882 -5.70355 2.93200 1.181 -1.116 -1.698
O -4.79996 -7.79045 2.11197 -0.290 2.981 -0.459
O -5.19835 -5.77228 0.46380 -2.150 -1.750 2.129
H -3.44278 -5.86451 -0.47509 0.250 0.470 -0.472
H -4.43990 -4.31709 -0.73400 0.103 -0.296 -0.104
H -4.01994 -3.65136 1.63706 -0.341 0.154 -0.267
H -2.43937 -4.04440 1.10068 0.343 -0.984 0.199
C 5.17456 0.82634 -0.46261 0.298 -1.860 0.600
C 5.08250 1.08441 1.00674 0.945 0.339 -0.109
O 4.09698 2.08808 1.03770 -2.551 2.142 0.493
S 4.02147 3.14323 -0.26564 2.812 -0.688 2.286
O 4.70229 4.42834 0.10602 -2.124 -4.064 -1.664
O 2.69414 3.13984 -0.85268 2.076 -0.084 0.795
O 5.09863 2.09023 -1.00896 -0.979 3.385 -2.069
H 4.38714 0.13047 -0.75216 -0.285 0.345 -0.428
H 6.12231 0.38282 -0.76785 0.049 0.204 -0.010
H 6.00928 1.50914 1.39249 0.119 -0.063 0.103
H 4.80444 0.21508 1.60259 -0.384 0.245 -0.047
C 3.03407 2.92754 -4.65730 -0.004 1.443 0.829
C 4.04790 2.06526 -5.37537 0.281 0.138 1.421
O 3.52978 0.77298 -5.32920 -1.756 -2.702 0.475
S 2.44302 0.55949 -4.09836 1.008 -0.615 1.524
O 3.19086 0.35938 -2.81146 -1.956 0.738 -3.535
O 1.38113 -0.40325 -4.40468 2.376 2.553 0.198
O 1.94438 2.10907 -4.22152 -0.507 -1.284 -0.262
H 2.79251 3.73458 -5.34897 -1.181 -0.208 0.223
H 3.38392 3.40961 -3.74444 0.475 -0.099 -0.126
H 4.92727 2.02717 -4.73243 0.636 0.437 -0.837
H 4.13031 2.40040 -6.40929 0.543 -0.418 0.170
C -2.44890 -1.00043 -3.51874 -0.335 1.859 1.143
C -3.88157 -1.48768 -3.52695 -0.219 1.457 -0.560
O -3.77350 -2.68952 -2.88673 0.544 -3.773 0.435
S -2.48948 -3.51916 -3.53041 -0.952 1.722 -0.183
O -2.88838 -4.03936 -4.80970 0.646 0.710 1.023
O -1.90333 -4.36386 -2.55396 -0.201 0.196 -0.095
O -1.60851 -2.13364 -3.62401 -0.264 -1.809 -1.169
H -2.17624 -0.58007 -2.55071 -0.262 0.174 -0.020
H -2.33608 -0.20221 -4.25238 0.662 -0.527 -0.451
H -4.24901 -1.53459 -4.55207 -0.106 -0.510 -0.152
H -4.62234 -0.92937 -2.95453 0.443 0.462 0.019
```
Positions in Å, forces in eV/Å.

Properties
orbital gap: 7.867 eV
HOMO level: -7.90 eV
SMILES: O=S1(=O)OCCO1.O=S1(=O)OCCO1.O=S1(=O)OCCO1.O=S1(=O)OCCO1.O=S1(=O)OCCO1.O=S1(=O)OCCO1.CCN(CC)CC.CCN(CC)CC

Atom charges from the Mulliken analysis, given in e for atoms 1 to 4:
1. C -1.3011
2. C -0.4231
3. N 0.2937
4. C -0.7919